A gas-phase ion, C8H10F2IN2O (charge +1). Source: OMol25; level of theory: the ωB97M-V functional and the def2-TZVPD basis.

Calculated values
LUMO level (alpha / beta) = -4.44 / -4.44 eV
Charge = +1
Calculated total energy = -992.56067 Eh

Positions of all 24 atoms, in Å:
C1 -4.28 0.96 -0.32
C2 -4.27 -1.27 0.50
C3 -4.97 -0.21 -0.07
C4 -2.91 1.00 -0.23
C5 -2.34 -0.20 0.21
C6 3.96 -1.75 -0.69
C7 2.69 0.21 -0.87
C8 1.74 1.12 -0.14
N1 -2.94 -1.26 0.71
N2 2.33 1.45 1.25
O1 3.13 -0.77 -0.01
F1 -6.27 -0.38 -0.28
F2 -2.20 2.12 -0.46
I1 -0.20 -0.32 0.69
H1 -4.78 1.74 -0.75
H2 -4.70 -2.11 1.03
H3 4.87 -1.23 -0.90
H4 3.48 -2.21 -1.53
H5 4.23 -2.40 0.13
H6 2.27 -0.08 -1.84
H7 3.50 1.07 -1.08
H8 3.32 1.74 1.15
H9 1.77 2.21 1.58
H10 2.55 0.54 1.93